104
Properties=species:S:1:pos:R:3:forces:R:3 method="wB97M-V/def2-TZVPD" total_charge=+1 orbital_gap_ha=0.2155
Zr 0.1323 -0.2607 0.2554 2.495 -0.107 -1.064
C 4.4946 1.8760 -3.2749 0.034 -0.085 -0.020
C 3.1069 2.3230 -3.0277 -0.009 -0.121 0.181
N 2.5066 3.3210 -3.5787 0.108 0.224 -0.210
N 1.2649 3.3467 -3.0205 -0.123 -0.124 0.170
C 1.0693 2.3790 -2.1231 0.397 -0.197 -0.069
S -0.2954 2.0496 -1.2051 -0.560 0.056 0.229
N 2.2509 1.7096 -2.1233 -0.053 0.190 -0.242
N 2.4611 0.5937 -1.3328 0.074 -0.176 0.373
H 4.9525 2.5309 -4.0106 -0.007 0.018 0.011
H 4.5168 0.8535 -3.6563 -0.010 0.009 -0.009
H 5.0792 1.9052 -2.3543 0.006 0.022 -0.006
H 0.6026 4.0547 -3.2923 -0.030 0.018 0.012
H 3.1666 0.7933 -0.6233 0.044 0.124 -0.006
H 2.8032 -0.1769 -1.8987 -0.179 -0.067 -0.093
Te -3.6423 2.0541 -0.5018 -0.982 -0.207 0.704
C -5.6671 2.0938 0.1932 0.189 0.087 -0.196
C -5.9288 2.0499 1.5548 0.040 -0.005 -0.005
C -7.2493 2.0301 1.9774 0.049 -0.007 -0.042
N -8.2868 2.0465 1.1448 -0.148 -0.016 0.050
C -8.0282 2.0948 -0.1560 0.023 0.023 -0.020
C -6.7424 2.1246 -0.6820 0.154 0.053 -0.049
C -3.2010 0.3590 0.8155 0.779 0.828 -0.911
P -2.5432 -0.8224 -0.4034 -1.155 -0.579 1.020
C -2.8464 -2.5441 0.1892 -0.056 0.002 -0.146
C -2.3063 -3.5828 -0.5692 -0.107 0.039 0.048
C -2.5219 -4.9019 -0.2143 0.035 0.030 -0.053
C -3.2781 -5.1959 0.9142 -0.032 -0.019 0.058
C -3.8436 -4.1695 1.6534 -0.030 -0.053 0.021
C -3.6418 -2.8465 1.2830 0.096 0.165 0.026
C -3.8966 -0.9267 -1.6537 0.498 0.014 -0.435
C -5.2009 -0.9596 -1.1642 0.019 -0.078 0.067
C -6.2650 -1.1014 -2.0361 0.019 -0.020 -0.018
C -6.0394 -1.2284 -3.4019 -0.026 0.032 -0.028
C -4.7439 -1.2116 -3.8889 0.025 -0.022 -0.087
C -3.6736 -1.0612 -3.0165 0.015 0.012 0.094
P -1.7474 0.8163 1.8045 -1.477 -0.384 0.855
C -1.8577 -0.1674 3.3496 0.138 0.119 0.045
C -3.0831 -0.6338 3.8054 0.075 -0.047 -0.096
C -3.1552 -1.3505 4.9934 -0.011 0.035 0.037
C -2.0094 -1.5722 5.7405 -0.055 -0.047 0.071
C -0.7853 -1.0775 5.3089 0.041 0.020 -0.002
C -0.7101 -0.3847 4.1139 -0.131 0.063 -0.045
C -2.0756 2.4846 2.4954 0.366 0.174 -0.261
C -2.7020 2.6440 3.7275 -0.010 -0.096 -0.073
C -3.0197 3.9135 4.1966 -0.026 0.076 0.012
C -2.7140 5.0350 3.4431 -0.020 0.004 0.066
C -2.0598 4.8882 2.2270 0.061 -0.037 -0.053
C -1.7347 3.6247 1.7628 -0.015 0.078 0.158
H -5.1212 2.0205 2.2734 0.024 -0.010 0.053
H -7.4886 1.9993 3.0355 0.032 0.000 -0.007
H -8.8910 2.0994 -0.8142 0.027 0.016 -0.018
H -6.5853 2.1518 -1.7530 -0.063 -0.027 -0.011
H -1.7136 -3.3450 -1.4453 0.014 -0.067 -0.052
H -2.1037 -5.7022 -0.8120 0.012 0.003 0.017
H -3.4304 -6.2248 1.2123 -0.010 0.002 -0.013
H -4.4475 -4.3957 2.5228 0.009 -0.012 -0.001
H -4.0937 -2.0423 1.8482 0.011 -0.018 -0.006
H -5.3756 -0.8642 -0.1000 -0.020 0.033 0.007
H -7.2754 -1.1149 -1.6482 0.006 -0.003 0.012
H -6.8733 -1.3412 -4.0823 0.003 -0.009 0.008
H -4.5608 -1.3184 -4.9508 -0.010 0.009 0.002
H -2.6658 -1.0480 -3.4100 -0.062 0.000 0.006
H -3.9719 -0.4312 3.2179 -0.003 -0.011 0.014
H -4.1086 -1.7298 5.3388 0.002 0.002 -0.005
H -2.0654 -2.1352 6.6628 -0.001 -0.005 -0.007
H 0.1024 -1.2497 5.9036 0.028 -0.022 -0.041
H 0.2460 -0.0211 3.7513 0.050 -0.012 0.068
H -2.9494 1.7827 4.3312 -0.004 0.023 0.015
H -3.5115 4.0195 5.1548 -0.010 -0.007 -0.007
H -2.9750 6.0208 3.8059 0.008 0.000 0.001
H -1.7981 5.7605 1.6417 -0.008 -0.002 -0.004
H -1.1874 3.5298 0.8371 -0.046 0.000 -0.026
S -0.2790 -2.3715 1.5750 -0.059 0.169 -0.058
C 1.4291 -2.5947 1.7569 0.141 -0.234 0.112
S 2.3700 -1.7253 0.5843 -0.460 0.032 -0.191
C 1.9828 -3.4092 2.7002 -0.219 0.226 -0.095
C 1.1745 -4.0459 3.6875 -0.158 -0.086 0.178
N 0.5222 -4.5272 4.5037 0.025 0.009 -0.074
C 3.3921 -3.5982 2.7499 0.305 0.019 -0.042
N 4.5365 -3.7200 2.7538 -0.047 0.044 0.003
S -0.0382 -1.8288 -4.3574 0.092 0.097 0.332
C 0.6225 -3.0150 -3.3149 -0.046 0.086 -0.073
C 0.7127 -2.5317 -2.0535 0.020 -0.195 -0.263
N 0.2750 -1.2294 -1.8998 -0.064 -0.379 -0.176
C -0.1550 -0.7549 -3.0437 0.047 -0.037 -0.318
H 0.9009 -3.9939 -3.6684 -0.005 0.007 0.012
H 1.0898 -3.0850 -1.2117 -0.038 0.049 0.081
H -0.5857 0.2293 -3.1569 -0.004 0.000 0.070
C 1.0353 3.2803 5.4685 -0.013 0.039 -0.099
C 0.8249 3.7432 4.0206 0.017 0.004 0.237
C 1.4609 2.8068 3.0549 0.326 -0.093 -0.111
N 0.8740 2.0496 2.2008 -0.008 0.353 0.326
N 1.7098 1.2111 1.5007 -0.082 -0.015 0.225
C 2.9709 1.3647 1.8576 -0.135 0.268 0.208
N 4.0285 0.6955 1.3217 0.132 0.042 -0.129
S 3.1982 2.5789 3.0683 -0.209 -0.265 -0.216
H 0.5079 3.9522 6.1434 0.011 -0.014 0.019
H 2.0915 3.2870 5.7425 -0.009 -0.026 0.030
H 0.6436 2.2724 5.6113 -0.009 0.002 0.009
H 1.2546 4.7391 3.8886 -0.057 0.010 -0.053
H -0.2360 3.7974 3.8024 -0.039 0.016 -0.092
H 3.8316 -0.2972 1.1584 0.000 -0.047 0.090
H 4.9113 0.8525 1.7849 0.027 0.014 -0.015



107
Properties=species:S:1:pos:R:3:forces:R:3 method="wB97M-V/def2-TZVPD" s2=0.761 spin_multiplicity=2 de_lowest_kcal_mol=0.00 total_charge=+1 orbital_gap_ha="0.2511 / 0.2641"
Cr 0.4504 -0.2518 0.1801 -0.346 -0.668 -0.230
N 3.4635 -0.6509 0.9667 0.015 -0.210 0.043
P 2.0292 -1.3370 1.5696 0.138 0.006 0.010
C 2.1347 -3.1314 1.4393 -0.026 0.028 0.018
C 3.3411 -3.8221 1.3934 0.015 0.021 -0.029
C 3.3424 -5.2026 1.2863 -0.005 -0.014 -0.007
C 2.1409 -5.8970 1.2365 -0.012 0.012 0.015
C 0.9354 -5.2131 1.2973 0.005 -0.026 -0.016
C 0.9305 -3.8304 1.3925 0.002 -0.006 -0.020
C 2.0904 -0.9680 3.3331 -0.014 0.002 -0.044
C 1.3586 -1.7601 4.2142 -0.004 -0.004 0.019
C 1.2570 -1.3987 5.5481 0.021 0.019 -0.002
C 1.8933 -0.2559 6.0086 -0.002 -0.025 -0.009
C 2.6327 0.5290 5.1356 0.000 0.000 -0.021
C 2.7243 0.1822 3.7984 -0.033 0.035 -0.009
C 3.4518 -0.0904 -0.2937 0.099 -0.009 -0.033
C 4.6471 0.1511 -0.9795 -0.070 -0.047 0.060
C 4.5910 0.6940 -2.2396 -0.028 0.019 -0.025
C 3.3521 0.9932 -2.8018 -0.004 -0.033 0.039
C 2.2283 0.7474 -2.0551 0.088 0.050 -0.085
N 2.2588 0.2228 -0.8194 0.056 0.171 0.369
H 4.3704 -0.8837 1.3468 -0.035 0.027 -0.036
H 4.2858 -3.2925 1.4247 -0.002 0.012 0.006
H 4.2803 -5.7382 1.2383 0.022 -0.013 0.003
H 2.1456 -6.9746 1.1509 0.001 -0.034 -0.009
H -0.0010 -5.7535 1.2542 -0.017 -0.011 -0.001
H -0.0089 -3.2899 1.4185 -0.043 0.045 0.002
H 0.8525 -2.6504 3.8632 0.002 -0.021 -0.014
H 0.6718 -2.0063 6.2236 -0.024 -0.025 0.032
H 1.8074 0.0282 7.0475 -0.009 0.015 0.048
H 3.1231 1.4233 5.4930 0.021 0.036 0.017
H 3.2636 0.8230 3.1127 0.037 0.003 -0.028
H 5.5895 -0.1043 -0.5162 0.020 -0.008 0.015
H 5.5047 0.8838 -2.7860 0.019 0.002 -0.015
H 3.2607 1.4272 -3.7843 -0.023 0.021 -0.048
H 1.2568 1.0214 -2.4218 -0.224 0.061 -0.118
I 2.4416 -3.3452 -2.6506 0.008 0.038 0.052
C 0.4671 -3.7195 -2.1134 -0.013 -0.101 -0.065
C -0.1353 -4.9270 -2.5140 -0.171 0.005 0.083
C -1.4253 -5.2062 -2.1545 0.121 0.055 0.004
I -2.2338 -7.0420 -2.7303 -0.010 -0.005 -0.005
C -2.1840 -4.2624 -1.4064 0.004 -0.094 -0.058
C -3.5276 -4.4485 -1.0072 -0.026 0.020 0.033
C -4.1708 -3.4665 -0.3120 0.079 -0.022 -0.023
C -3.4749 -2.2748 -0.0206 -0.072 -0.017 -0.001
N -2.2318 -2.0651 -0.3609 0.039 -0.020 -0.096
C -1.5754 -3.0431 -1.0297 -0.066 -0.058 0.014
C -0.2053 -2.7913 -1.3537 0.166 -0.218 -0.025
O 0.4134 -1.7194 -0.9200 0.072 0.410 0.089
H 0.4412 -5.6371 -3.0885 -0.001 -0.026 -0.026
H -4.0317 -5.3716 -1.2572 -0.020 -0.014 -0.009
H -5.1946 -3.5876 0.0095 -0.045 0.003 0.005
H -3.9730 -1.4707 0.5110 -0.016 0.028 0.037
O -0.8694 1.7623 5.1236 0.013 0.012 -0.030
C -1.5980 0.6424 4.9821 -0.020 -0.020 -0.013
C -2.3489 0.2319 6.0849 0.020 -0.007 -0.047
C -3.1112 -0.9146 6.0234 -0.009 -0.003 0.001
C -3.1474 -1.6868 4.8631 -0.003 -0.012 -0.004
C -2.4079 -1.2882 3.7713 0.013 0.033 -0.009
C -1.6281 -0.1272 3.8064 0.003 0.027 0.011
C -0.8203 0.2062 2.6229 -0.049 0.030 0.234
O -0.7837 -0.6260 1.6446 0.218 0.130 -0.173
N -0.1212 1.3111 2.6089 -0.084 -0.007 0.157
N 0.5985 1.4313 1.4179 0.122 0.436 -0.068
C 1.0043 2.6487 1.2469 -0.008 -0.038 -0.018
S 1.8736 3.2026 -0.1590 0.001 -0.036 -0.008
C 1.3855 4.9329 0.0731 -0.020 0.020 -0.006
C 1.4375 5.2216 1.5585 0.009 -0.023 -0.007
S 0.5742 3.8743 2.4106 -0.003 0.019 0.019
H -0.3805 1.9210 4.2897 0.002 -0.019 -0.017
H -2.3124 0.8378 6.9785 0.004 0.029 0.040
H -3.6867 -1.2145 6.8887 -0.020 -0.010 0.027
H -3.7460 -2.5859 4.8215 -0.010 -0.010 -0.003
H -2.4103 -1.8688 2.8583 0.009 -0.018 -0.029
H 0.3803 5.0689 -0.3291 0.028 -0.003 0.013
H 2.0874 5.5475 -0.4887 0.003 -0.006 -0.006
H 0.9141 6.1449 1.8043 0.004 -0.006 -0.005
H 2.4639 5.2822 1.9198 -0.014 -0.001 -0.006
C -0.9260 5.1134 -6.7157 -0.041 0.049 -0.039
C 0.0709 4.5258 -5.7350 -0.042 -0.027 0.039
S -0.6569 3.7501 -4.3073 0.069 -0.084 0.039
O -1.3978 4.7403 -3.5699 -0.112 0.000 0.031
O 0.3920 3.0134 -3.6369 -0.011 -0.059 0.049
C -1.8288 2.5442 -4.9346 -0.065 0.020 0.152
C -2.8352 2.0913 -3.8620 0.016 0.093 -0.094
N -2.2678 1.7983 -2.5451 0.175 -0.126 0.083
C -1.4493 0.7627 -2.2205 -0.106 -0.044 -0.105
N -0.9982 0.8787 -0.9778 0.035 0.101 0.046
C -1.5493 2.0232 -0.4679 -0.205 0.127 -0.218
C -2.3165 2.6009 -1.4261 0.159 -0.092 0.187
N -3.1036 3.7919 -1.2692 0.081 -0.071 -0.026
O -2.7423 4.5465 -0.3942 -0.049 0.095 0.063
O -4.0761 3.9416 -1.9845 -0.035 0.066 0.036
C -1.2006 -0.3802 -3.1357 0.044 0.074 -0.066
H -0.3946 5.7382 -7.4316 -0.012 -0.001 -0.018
H -1.6552 5.7381 -6.2029 -0.031 0.014 0.017
H -1.4477 4.3414 -7.2791 -0.015 0.000 -0.014
H 0.6779 5.3111 -5.2778 0.038 -0.060 0.047
H 0.7415 3.7933 -6.1815 -0.001 -0.038 -0.024
H -1.2346 1.7390 -5.3602 0.018 -0.086 0.017
H -2.4081 3.0125 -5.7283 0.035 0.046 -0.066
H -3.3719 1.2116 -4.2209 0.093 0.019 0.021
H -3.5642 2.8804 -3.7021 0.048 -0.088 -0.054
H -1.4291 2.3478 0.5483 0.023 0.050 0.030
H -1.9649 -1.1427 -2.9764 -0.021 -0.015 -0.002
H -0.2367 -0.8343 -2.9256 0.019 0.069 -0.033
H -1.2298 -0.0801 -4.1788 -0.003 0.038 -0.057